Below is a structure of composition C9H21BF4MgOPS3, with properties calculated with ωB97M-V/def2-TZVPD.

The calculation puts the total energy at -2591.34384 Eh. Its HOMO energy is -12.80 eV. As for the largest force on an atom: 0.2 eV Å⁻¹. As for the net charge: +1. Its HOMO-LUMO gap is 10.557 eV. As for the energy relative to the best compared isomer or geometry (same formula, charge and spin): 0.012 eV.

Each line ends with the Löwdin charge.
Positions of all 41 atoms, in Å:
Mg1 -0.1763 -0.0327 -0.1176  0.4151
C1 0.7378 3.2717 -0.8980  -0.4684
C2 -0.1621 3.2947 0.3331  -0.4844
S1 0.0545 1.9625 1.5459  0.9173
C3 1.8202 2.0819 1.9709  -0.4689
C4 2.5512 0.7435 1.8906  -0.4812
S2 2.4307 -0.1631 0.3236  0.9491
C5 3.1364 1.0150 -0.8684  -0.4601
C6 2.2860 1.2048 -2.1185  -0.4765
S3 0.5724 1.7475 -1.8717  0.9259
H1 1.7850 3.4062 -0.6341  0.0683
H2 0.4647 4.1117 -1.5364  0.0903
H3 -1.2108 3.2065 0.0446  0.0813
H4 -0.0470 4.2470 0.8513  0.0938
H5 1.8926 2.4630 2.9889  0.0897
H6 2.2794 2.8239 1.3206  0.0680
H7 2.1531 0.0433 2.6271  0.0896
H8 3.6046 0.8886 2.1306  0.0946
H9 4.1109 0.6329 -1.1713  0.0924
H10 3.3132 1.9609 -0.3589  0.0691
H11 2.1751 0.2606 -2.6542  0.0878
H12 2.7788 1.9054 -2.7923  0.0938
F1 -1.1521 -3.2342 -1.2199  0.1942
B1 -0.0317 -2.5557 -0.8541  -1.1829
F2 -0.2574 -1.9485 0.4793  0.0266
F3 1.1361 -3.2184 -0.8882  0.2231
F4 0.0607 -1.3109 -1.6603  0.0082
C7 -4.7503 0.7903 -0.3804  -0.1548
P1 -3.3970 -0.3666 -0.5757  0.6121
C8 -3.7396 -1.7874 0.4557  -0.1386
C9 -3.3767 -0.9133 -2.2795  -0.1370
O1 -2.0862 0.3053 -0.1910  -0.4258
H13 -5.6963 0.3176 -0.6449  0.0672
H14 -4.5907 1.6535 -1.0262  0.0638
H15 -4.7941 1.1229 0.6565  0.0654
H16 -4.7024 -2.2253 0.1903  0.0721
H17 -3.7615 -1.4811 1.5016  0.0716
H18 -2.9560 -2.5310 0.3113  0.0528
H19 -4.3371 -1.3468 -2.5593  0.0722
H20 -2.5964 -1.6656 -2.3972  0.0524
H21 -3.1624 -0.0643 -2.9291  0.0705



Below is the ion C6H11O2 with charge +1, with properties calculated with ωB97M-V/def2-TZVPD.

The calculation puts the total energy at -385.36288 Eh. Its HOMO energy is -15.93 eV. As for the largest force on an atom: 5.9 eV Å⁻¹. As for the net charge: +1. Its HOMO-LUMO gap is 11.975 eV. As for the energy relative to the best compared isomer or geometry (same formula, charge and spin): 0.395 eV.

Each line ends with the Löwdin charge.
Positions of all 19 atoms, in Å:
C1 0.2732 1.5656 -0.0622  -0.3415
C2 0.6778 -1.7054 -1.1487  0.0691
C3 0.8426 0.0127 1.5781  0.0969
C4 0.1468 -0.6832 0.1463  -0.2311
C5 0.1323 2.8865 -0.5792  0.0891
C6 -1.2248 -0.9967 0.7061  -0.0301
O1 -0.0466 0.5192 -0.7435  0.1089
O2 0.7435 1.4341 1.1459  0.0964
H1 1.6685 -1.2118 -1.5349  0.1169
H2 1.0224 -2.7299 -1.0710  0.0764
H3 0.1792 0.0137 2.4685  0.1514
H4 1.8391 -0.1904 1.6997  0.1000
H5 -0.0390 -1.5515 -1.8583  0.0333
H6 -0.0654 2.8842 -1.5765  0.0793
H7 1.0291 3.5132 -0.3540  0.1493
H8 -0.6711 3.4387 -0.0574  0.1465
H9 -1.6572 -0.2495 1.2032  0.0452
H10 -1.1113 -1.8746 1.3764  0.1293
H11 -1.8594 -1.2794 -0.1557  0.1149



Below is a structure of composition C56H48N3O3P2S2Tl, with properties calculated with ωB97M-V/def2-TZVPD.

The calculation puts the total energy at -4204.27668 Eh. Its HOMO energy is -7.82 eV. As for the largest force on an atom: 2.9 eV Å⁻¹. Its HOMO-LUMO gap is 8.225 eV. As for the energy relative to the best compared isomer or geometry (same formula, charge and spin): 0.488 eV.

Each line ends with the Löwdin charge.
Positions of all 115 atoms, in Å:
Tl1 0.5817 0.5110 -1.3420  0.7618
O1 -0.3906 0.1145 4.6083  -0.5201
S1 0.4326 -0.0343 3.3575  0.9166
C1 1.2319 1.6543 3.3185  -0.2918
C2 2.5065 1.9247 3.7831  -0.0748
C3 2.9879 3.2234 3.8865  -0.0553
C4 2.0764 4.2556 3.6682  -0.0540
C5 0.8413 3.9910 3.0608  -0.1013
C6 0.3937 2.7152 2.8474  -0.3530
P1 -1.2255 2.3472 1.9936  1.1105
C7 -2.3523 3.1432 3.2137  -0.3501
C8 -2.6215 4.5113 3.3646  -0.0951
C9 -3.5488 4.8969 4.2977  -0.0821
C10 -4.2755 3.9500 5.0486  -0.0911
C11 -4.0266 2.6204 4.8801  -0.0902
C12 -3.0166 2.1998 4.0084  -0.1007
C13 -1.1064 3.4827 0.5756  -0.3914
C14 -2.2809 3.8756 -0.0610  -0.0846
C15 -2.2359 4.5393 -1.3069  -0.0757
C16 -1.0385 4.7612 -1.9406  -0.0934
C17 0.1585 4.4009 -1.3142  -0.0744
C18 0.1237 3.7928 -0.0585  -0.1230
C19 1.8980 -0.9621 3.9313  -0.4170
C20 2.1991 -0.8200 5.2997  -0.0980
C21 3.3180 -1.4150 5.8234  -0.0728
C22 4.1468 -2.1526 4.9783  -0.0873
C23 3.8779 -2.2936 3.6461  -0.0681
C24 2.6759 -1.7542 3.1018  -0.3459
P2 2.1430 -1.9882 1.3230  1.0904
C25 1.1461 -3.5405 1.5237  -0.3814
C26 0.5622 -3.9884 2.6953  -0.0866
C27 -0.2610 -5.1311 2.7180  -0.0606
C28 -0.4808 -5.7601 1.4877  -0.1002
C29 0.0929 -5.3232 0.3016  -0.0823
C30 0.9382 -4.1949 0.3095  -0.1131
C31 3.6385 -2.6220 0.4358  -0.3618
C32 3.9470 -1.8868 -0.7311  -0.1198
C33 4.9103 -2.3316 -1.6143  -0.0874
C34 5.7002 -3.4265 -1.3231  -0.0752
C35 5.4129 -4.1440 -0.1548  -0.0932
C36 4.4133 -3.7485 0.7183  -0.1142
H1 3.1518 1.1183 4.0557  0.0931
H2 3.9625 3.3931 4.2819  0.0988
H3 2.3735 5.2788 3.8121  0.0998
H4 0.1819 4.8118 2.7689  0.1078
H5 -2.1256 5.2431 2.7366  0.1021
H6 -3.7036 5.9380 4.4761  0.0938
H7 -5.0212 4.3022 5.7167  0.0906
H8 -4.6347 1.8552 5.4374  0.1227
H9 -2.8345 1.1492 3.8726  0.0762
H10 -3.2288 3.6329 0.4122  0.1116
H11 -3.1595 4.7972 -1.7702  0.1016
H12 -1.1087 5.2999 -2.8783  0.1081
H13 1.1006 4.6313 -1.7229  0.0906
H14 1.0471 3.5051 0.4338  0.0935
H15 1.5486 -0.2076 5.9087  0.1115
H16 3.5427 -1.2379 6.9150  0.1287
H17 5.0449 -2.5901 5.3938  0.1052
H18 4.6137 -2.8477 3.0873  0.0859
H19 0.8210 -3.5216 3.6419  0.1015
H20 -0.6219 -5.4486 3.6911  0.1038
H21 -1.0275 -6.7138 1.4608  0.1050
H22 -0.0749 -5.9032 -0.5956  0.1008
H23 1.3111 -3.8362 -0.6603  0.0746
H24 3.3729 -0.9967 -0.8634  0.0399
H25 5.0641 -1.7924 -2.4925  0.0885
H26 6.4676 -3.7931 -2.0061  0.1066
H27 5.9954 -5.0839 0.0331  0.1172
H28 4.2077 -4.4906 1.5220  0.1228
O2 -3.8681 1.3758 -2.3001  -0.0227
C37 -2.7770 0.9135 -1.9069  -0.5483
N1 -1.5485 1.0325 -2.4221  -0.0416
C38 -1.6732 1.7718 -3.6830  -0.1782
C39 -0.3201 2.1103 -4.3046  -0.2249
C40 -0.2706 2.8643 -5.5148  -0.0060
C41 0.9480 3.3284 -5.9748  -0.0741
C42 2.1248 2.9223 -5.3564  -0.0453
C43 1.9778 2.1210 -4.1943  -0.1547
N2 0.8194 1.7742 -3.7126  0.0123
C44 -2.8572 0.1151 -0.6372  -0.2210
C45 -4.0659 0.0301 0.0386  -0.0107
C46 -4.1926 -0.7592 1.1609  -0.0593
C47 -3.0571 -1.4067 1.6089  -0.0596
C48 -1.9120 -1.3233 0.8321  -0.1593
N3 -1.7661 -0.6024 -0.2916  0.0485
H29 -2.2425 2.7364 -3.5807  0.1256
H30 -2.2611 1.2053 -4.3456  0.0874
H31 -1.1267 3.1406 -6.0127  0.0859
H32 0.9957 3.9391 -6.8466  0.0959
H33 3.1156 3.2764 -5.6253  0.0992
H34 2.8778 1.7488 -3.7196  0.1061
H35 -4.9339 0.4856 -0.3997  0.1126
H36 -5.1375 -0.8214 1.6796  0.1077
H37 -3.0825 -2.0892 2.4641  0.1124
H38 -1.0038 -1.8089 1.1411  0.0705
C49 -4.4955 -1.3924 -4.1336  -0.0336
C50 -3.0404 -1.7369 -3.9632  -0.2678
C51 -2.6134 -2.4244 -2.8527  -0.0557
C52 -1.2824 -2.6369 -2.5858  -0.0902
C53 -0.3666 -2.2771 -3.5613  -0.3720
C54 -0.7461 -1.6551 -4.7291  -0.0847
C55 -2.0784 -1.4051 -4.9179  -0.0479
S2 1.4357 -2.3346 -3.1281  0.8196
C56 1.8935 -3.5671 -4.3769  -0.2216
O3 2.1663 -1.0999 -3.5758  -0.5867
H39 -4.7268 -0.5059 -3.5458  0.0646
H40 -5.1428 -2.2376 -3.7333  0.0999
H41 -4.7765 -1.2914 -5.1969  0.0827
H42 -3.3640 -2.6708 -2.0651  0.1380
H43 -0.9810 -3.0781 -1.6244  0.1031
H44 -0.0109 -1.2892 -5.4229  0.1169
H45 -2.3702 -0.9514 -5.8761  0.1264
H46 1.4770 -3.2303 -5.3201  0.0487
H47 1.4986 -4.5232 -4.1173  0.0417
H48 3.0014 -3.6590 -4.3991  0.0654



Below is the molecule C5H10N2O, with properties calculated with ωB97M-V/def2-TZVPD.

The calculation puts the total energy at -381.18550 Eh. Its HOMO energy is -8.77 eV. As for the largest force on an atom: 2.3 eV Å⁻¹. The SMILES is C=NN(C)[C@H](C)C=O. Its HOMO-LUMO gap is 9.546 eV. As for the energy relative to the best compared isomer or geometry (same formula, charge and spin): 2.719 eV.

Each line ends with the Löwdin charge.
Positions of all 18 atoms, in Å:
C1 -1.6934 1.2632 0.1809  -0.0362
C2 -0.9665 0.0001 -0.2563  -0.3483
C3 -1.6900 -1.2313 0.3083  -0.2235
C4 1.2894 1.0511 -0.1167  -0.0732
C5 2.1505 -1.5858 0.0752  -0.0433
H1 -1.5319 1.4671 1.2165  0.0783
H2 -1.3214 2.1303 -0.3482  0.0618
H3 -2.7730 1.1453 -0.0597  0.1019
H4 -0.9849 -0.1404 -1.3570  0.1558
H5 -1.3131 -1.6114 1.2598  0.1227
H6 2.0094 1.2161 0.6808  0.0786
H7 0.8102 2.0122 -0.4330  0.0895
H8 1.8816 0.8854 -1.0654  0.1000
H9 2.4173 -2.6088 -0.0211  0.0492
H10 2.9992 -0.9134 0.1867  0.0614
N1 0.4059 -0.0688 0.1215  -0.2209
N2 0.9346 -1.2925 -0.0914  -0.0108
O1 -2.6241 -1.7183 -0.2808  0.0572



Copy entry 1 word for word.
Below is a structure of composition C9H21BF4MgOPS3, with properties calculated with ωB97M-V/def2-TZVPD.

The calculation puts the total energy at -2591.34384 Eh. Its HOMO energy is -12.80 eV. As for the largest force on an atom: 0.2 eV Å⁻¹. As for the net charge: +1. Its HOMO-LUMO gap is 10.557 eV. As for the energy relative to the best compared isomer or geometry (same formula, charge and spin): 0.012 eV.

Each line ends with the Löwdin charge.
Positions of all 41 atoms, in Å:
Mg1 -0.1763 -0.0327 -0.1176  0.4151
C1 0.7378 3.2717 -0.8980  -0.4684
C2 -0.1621 3.2947 0.3331  -0.4844
S1 0.0545 1.9625 1.5459  0.9173
C3 1.8202 2.0819 1.9709  -0.4689
C4 2.5512 0.7435 1.8906  -0.4812
S2 2.4307 -0.1631 0.3236  0.9491
C5 3.1364 1.0150 -0.8684  -0.4601
C6 2.2860 1.2048 -2.1185  -0.4765
S3 0.5724 1.7475 -1.8717  0.9259
H1 1.7850 3.4062 -0.6341  0.0683
H2 0.4647 4.1117 -1.5364  0.0903
H3 -1.2108 3.2065 0.0446  0.0813
H4 -0.0470 4.2470 0.8513  0.0938
H5 1.8926 2.4630 2.9889  0.0897
H6 2.2794 2.8239 1.3206  0.0680
H7 2.1531 0.0433 2.6271  0.0896
H8 3.6046 0.8886 2.1306  0.0946
H9 4.1109 0.6329 -1.1713  0.0924
H10 3.3132 1.9609 -0.3589  0.0691
H11 2.1751 0.2606 -2.6542  0.0878
H12 2.7788 1.9054 -2.7923  0.0938
F1 -1.1521 -3.2342 -1.2199  0.1942
B1 -0.0317 -2.5557 -0.8541  -1.1829
F2 -0.2574 -1.9485 0.4793  0.0266
F3 1.1361 -3.2184 -0.8882  0.2231
F4 0.0607 -1.3109 -1.6603  0.0082
C7 -4.7503 0.7903 -0.3804  -0.1548
P1 -3.3970 -0.3666 -0.5757  0.6121
C8 -3.7396 -1.7874 0.4557  -0.1386
C9 -3.3767 -0.9133 -2.2795  -0.1370
O1 -2.0862 0.3053 -0.1910  -0.4258
H13 -5.6963 0.3176 -0.6449  0.0672
H14 -4.5907 1.6535 -1.0262  0.0638
H15 -4.7941 1.1229 0.6565  0.0654
H16 -4.7024 -2.2253 0.1903  0.0721
H17 -3.7615 -1.4811 1.5016  0.0716
H18 -2.9560 -2.5310 0.3113  0.0528
H19 -4.3371 -1.3468 -2.5593  0.0722
H20 -2.5964 -1.6656 -2.3972  0.0524
H21 -3.1624 -0.0643 -2.9291  0.0705



Which value of total energy does entry 4 give? -381.18550 Eh



Look up the HOMO-LUMO gap of the third one. 8.225 eV